# 1
ORCA calculation (ωB97M-V with the def2-TZVPD basis set) on a cluster of 2 separate species, C5H9IN4 in total.

net charge	0
frontier orbital gap (alpha / beta)	7.184 / 7.185	eV
2S+1	1
HOMO energy (alpha / beta)	-8.912 / -8.912	eV
energy relative to the best compared isomer or geometry (same formula, charge and spin)	63.9	kcal per mole

The geometry in XYZ format:
```
19
Properties=species:S:1:pos:R:3:forces:R:3
C -1.834348 -0.631881 0.186420 1.0 -0.2 0.8
C 1.303825 -0.772327 -0.303177 2.9 0.1 -0.9
C 0.813366 1.006939 1.246351 -0.4 2.7 0.5
C 0.081738 1.288721 -1.192964 -3.4 0.0 -0.7
C 0.577337 0.458212 -0.095564 0.5 -0.5 -0.2
N -1.410565 -1.463334 1.215732 -2.1 2.4 0.7
N -1.531846 -1.228811 -1.011325 -1.3 2.3 0.7
N -0.973176 -2.518951 0.663910 0.8 0.3 -0.8
N -1.009510 -2.308567 -0.667807 1.3 -4.1 -1.5
I -3.105257 1.014698 0.392902 0.4 -0.7 0.1
H 2.471973 -0.623272 -0.065108 -2.5 0.1 -0.3
H 1.262100 -1.190549 -1.299076 -0.3 0.0 -0.1
H 1.015237 -1.503676 0.423875 -0.3 -0.7 0.6
H 0.740063 2.122981 1.248349 0.1 -0.6 -0.4
H -0.014135 0.788869 1.914444 0.1 -0.7 0.3
H 1.806242 0.798109 1.657535 -0.5 -0.6 0.0
H -0.878055 1.940055 -0.800601 2.1 -1.7 -1.1
H -0.124028 0.773259 -2.238054 0.4 0.9 2.5
H 0.809038 2.049517 -1.275839 1.2 1.1 -0.4
```
Positions in Å, forces in eV/Å.

---

# 2
ORCA calculation (ωB97M-V with the def2-TZVPD basis set) on a structure of composition C5H9InO3.

net charge	+2
frontier orbital gap (alpha / beta)	10.161 / 5.002	eV
2S+1	1
HOMO energy (alpha / beta)	-19.947 / -17.988	eV
energy relative to the best compared isomer or geometry (same formula, charge and spin)	47.0	kcal per mole

The geometry in XYZ format:
```
18
Properties=species:S:1:pos:R:3:forces:R:3
O 0.911586 0.637899 0.487564 -0.5 -2.1 2.1
C -0.386022 0.805523 0.896204 -3.5 -2.6 -4.1
O -0.648029 2.026626 0.995597 -2.7 -0.9 2.6
In 0.833208 2.516845 -0.141506 3.4 5.1 -3.2
O -1.187382 -0.164087 0.455296 2.3 2.3 2.6
C -2.650351 -0.069555 0.114505 1.0 -2.4 -1.7
C 1.537879 -0.672008 0.481498 1.0 -2.3 -0.2
H 1.171002 -1.236024 1.345517 0.0 0.4 0.0
H 1.212733 -1.213491 -0.414460 0.0 0.4 0.1
C 3.029041 -0.472382 0.532823 0.1 0.3 -0.1
H 3.396478 0.000656 -0.387382 0.0 -0.2 0.1
H 3.316452 0.151687 1.389393 0.0 -0.3 -0.1
H 3.506493 -1.456316 0.627768 -0.1 0.3 0.0
C -2.717398 0.047578 -1.392464 -0.7 0.9 0.0
H -2.963534 -1.088039 0.397707 -0.5 0.9 0.9
H -2.597697 1.078312 -1.757018 0.1 -0.2 0.0
H -3.731691 -0.257459 -1.695081 0.2 0.1 0.2
H -2.032765 -0.635765 -1.935968 -0.1 0.3 0.6
```
Positions in Å, forces in eV/Å.

---

# 3
ORCA calculation (ωB97M-V with the def2-TZVPD basis set) on a structure of composition C5H9MgO4Pr.

net charge	+1
frontier orbital gap (alpha / beta)	4.123 / 6.038	eV
2S+1	4
HOMO energy (alpha / beta)	-8.774 / -10.689	eV
energy relative to the best compared isomer or geometry (same formula, charge and spin)	137.5	kcal per mole

The geometry in XYZ format:
```
20
Properties=species:S:1:pos:R:3:forces:R:3
O -1.106844 -2.163307 -1.445840 -1.9 -0.9 -3.9
C -1.676643 -1.074250 -1.924052 -0.5 2.1 -2.1
C -1.401291 0.180028 -1.479474 -0.1 1.2 -2.0
O -0.823862 0.145954 -0.179555 0.4 0.5 0.0
C 0.281219 1.019602 0.033124 0.4 0.4 -0.4
C 0.953835 0.610370 1.317399 0.1 0.5 0.2
O 1.198327 -0.799040 1.249564 1.0 1.0 0.4
C 2.064618 -1.280176 2.276183 0.4 0.1 0.4
Pr -0.425888 -2.120700 0.334245 0.8 -2.9 5.1
H -2.302126 -1.176228 -2.823358 0.5 -0.1 0.3
H -0.058246 2.063206 0.096412 0.1 -0.2 -0.1
H 0.970543 0.907182 -0.818272 -0.1 0.2 0.3
H 0.327560 0.828710 2.195068 0.1 -0.1 -0.2
H 1.909338 1.142833 1.421975 -0.2 -0.1 0.0
H 2.157963 -2.364082 2.155479 0.0 0.2 0.1
H 3.050924 -0.809468 2.166838 -0.2 -0.2 0.0
H 1.644352 -1.039430 3.263005 0.1 -0.1 -0.2
H -1.155272 1.251934 -2.421948 -2.2 -0.8 1.7
Mg -3.595964 2.166693 -2.243412 2.2 0.1 -1.1
O -2.012543 2.510171 -3.173381 -0.9 -1.1 1.4
```
Positions in Å, forces in eV/Å.

---

# 4
ORCA calculation (ωB97M-V with the def2-TZVPD basis set) on a structure of composition C5H9MgO4Zn.

net charge	0
frontier orbital gap (alpha / beta)	6.240 / 5.835	eV
2S+1	2
HOMO energy (alpha / beta)	-6.410 / -6.453	eV
energy relative to the best compared isomer or geometry (same formula, charge and spin)	0.0	kcal per mole

The geometry in XYZ format:
```
20
Properties=species:S:1:pos:R:3:forces:R:3
O -0.031811 -1.697584 -0.294555 0.6 -0.2 0.7
C -1.335841 -1.659874 0.188713 -0.4 0.2 -0.3
C -1.672702 -0.232933 0.589578 -0.2 -0.6 0.5
O -1.325827 0.573187 -0.531302 -0.6 0.8 0.6
C -2.386102 1.310802 -1.111203 -0.6 0.2 -0.4
Zn 0.569247 0.540825 -1.298452 0.3 -0.1 -0.7
H -1.601125 -2.322919 1.030720 0.5 0.0 0.0
H -2.017207 -1.966680 -0.627564 0.0 0.2 0.2
H -1.108597 0.149005 1.453997 0.2 -0.3 -0.2
H -2.727267 -0.158174 0.897084 0.1 0.2 -0.5
H -1.988006 2.240313 -1.540197 -0.1 -0.3 0.2
H -2.839993 0.707588 -1.907104 -0.1 0.2 0.1
H -3.141995 1.534303 -0.343717 0.3 0.1 -0.3
O 3.497361 -1.324091 1.264706 -0.6 -0.4 0.0
C 4.117314 -0.230977 1.045766 0.2 0.0 0.0
C 3.270110 0.794782 0.294747 0.8 0.8 0.1
O 1.951482 0.415925 0.029349 -1.0 -0.6 0.1
Mg 1.641799 -1.434171 0.562535 0.6 0.3 0.0
H 3.842651 1.048108 -0.620672 -0.2 -0.1 0.2
H 3.286504 1.712556 0.917575 0.0 -0.3 -0.2
```
Positions in Å, forces in eV/Å.

---

# 5
ORCA calculation (ωB97M-V with the def2-TZVPD basis set) on the ion C5H9N with charge -1.

net charge	-1
frontier orbital gap (alpha / beta)	3.711 / 6.254	eV
2S+1	2
HOMO energy (alpha / beta)	0.852 / -1.731	eV
energy relative to the best compared isomer or geometry (same formula, charge and spin)	24.9	kcal per mole

The geometry in XYZ format:
```
15
Properties=species:S:1:pos:R:3:forces:R:3
N 0.968419 -2.691983 -1.741538 0.7 -0.4 -1.1
C 0.203592 -1.643441 -1.107398 -1.1 -1.2 -1.3
C 0.711240 -0.543810 -0.416023 -2.2 -1.0 -1.0
C -0.272186 0.275219 0.212680 3.0 -0.1 0.4
C 0.132631 1.288506 1.046820 -0.6 2.9 2.1
C -0.920574 2.339787 1.377820 0.3 -0.4 0.3
H 1.514951 -3.303212 -1.169502 0.1 -0.1 0.7
H 0.651142 -3.280088 -2.533791 -0.3 1.3 0.9
H -0.898709 -1.703752 -1.365680 1.2 0.1 0.7
H 1.767224 -0.280201 -0.516201 -0.3 0.0 0.5
H -1.346354 0.077276 0.162523 0.2 -0.2 -0.4
H 1.035716 1.577355 1.637449 -0.1 -1.3 -1.2
H -1.717994 1.926275 2.013343 -0.5 0.1 -0.5
H -0.578285 3.193627 1.958814 0.6 0.1 0.2
H -1.250820 2.768448 0.440679 -0.9 0.2 -0.2
```
Positions in Å, forces in eV/Å.

---

# 6
ORCA calculation (ωB97M-V with the def2-TZVPD basis set) on a structure of composition C5H9N.

net charge	0
frontier orbital gap (alpha / beta)	7.469 / 7.468	eV
2S+1	1
HOMO energy (alpha / beta)	-6.867 / -6.867	eV
energy relative to the best compared isomer or geometry (same formula, charge and spin)	123.2	kcal per mole

The geometry in XYZ format:
```
15
Properties=species:S:1:pos:R:3:forces:R:3
C -0.996025 1.111409 0.509957 -0.2 0.1 0.2
C -1.644746 -0.070807 -0.178392 0.0 -0.1 -0.1
C -0.521250 -1.023819 0.088946 0.1 0.0 0.0
N 0.660576 -0.856245 -0.468950 -0.3 0.1 0.1
C 1.966703 -0.626871 0.115598 0.2 -0.1 0.2
C 1.259062 0.373495 -0.749440 0.0 0.1 -0.2
H -1.188296 2.078851 0.039811 0.1 -0.1 0.1
H -1.193732 1.146145 1.580089 0.0 0.0 -0.2
H -2.573415 -0.433375 0.272716 0.1 0.1 -0.1
H -1.825454 0.086878 -1.246537 0.1 0.0 0.1
H -0.604826 -1.813871 0.833121 0.0 0.1 -0.1
H 1.987906 -0.407165 1.187141 0.0 0.0 -0.1
H 2.749598 -1.290264 -0.243905 -0.1 0.1 0.0
H 1.563307 0.649414 -1.753430 0.0 0.0 0.1
H 0.360588 1.076222 0.013271 0.0 0.0 0.0
```
Positions in Å, forces in eV/Å.

---

# 7
ORCA calculation (ωB97M-V with the def2-TZVPD basis set) on an isolated molecule of C5H9N.

net charge	0
frontier orbital gap	12.314	eV
2S+1	1
HOMO energy	-11.409	eV
energy relative to the best compared isomer or geometry (same formula, charge and spin)	29.7	kcal per mole

The geometry in XYZ format:
```
15
Properties=species:S:1:pos:R:3:forces:R:3
C 1.642567 1.040262 0.785959 -0.7 -0.4 1.5
C 1.015025 0.247036 -0.329682 0.4 0.4 -0.3
C -0.457468 0.176306 -0.026334 0.1 0.0 1.7
C -1.218934 -0.915149 -0.843151 0.1 0.0 0.5
C -2.409759 -1.330939 -0.110018 -0.8 -0.3 0.5
N -3.335349 -1.614571 0.518389 0.6 0.2 -0.5
H 1.036150 0.659843 1.741393 2.5 0.9 -1.2
H 2.742361 0.951175 0.714520 -0.5 0.0 0.9
H 1.383874 2.105584 0.691248 0.1 -0.3 0.0
H 1.437522 -0.767589 -0.401946 -0.1 0.3 0.0
H 1.299105 0.827893 -1.203041 -0.4 -0.4 -0.8
H -0.332984 0.104821 1.210360 -1.8 -0.8 -3.2
H -0.957002 1.143515 -0.177211 0.2 -0.2 0.0
H -0.586706 -1.795692 -1.020351 -0.1 0.2 0.2
H -1.546750 -0.599664 -1.851584 0.3 0.3 0.5
```
Positions in Å, forces in eV/Å.

---

# 8
ORCA calculation (ωB97M-V with the def2-TZVPD basis set) on a structure of composition C5H9N.

net charge	0
frontier orbital gap	6.228	eV
2S+1	1
HOMO energy	-7.077	eV
energy relative to the best compared isomer or geometry (same formula, charge and spin)	174.6	kcal per mole

The geometry in XYZ format:
```
15
Properties=species:S:1:pos:R:3:forces:R:3
C -1.869809 0.101681 -1.067660 -1.0 1.5 -3.8
N -1.728282 -0.631905 0.124074 0.8 -0.2 0.2
C -0.878141 0.161664 1.019833 3.6 -2.0 1.0
C 0.460701 0.474890 0.573554 -5.0 -2.9 0.2
C 1.676359 -0.224203 0.718631 2.6 3.6 -1.2
C 2.835487 0.040361 -0.001958 -2.5 -1.2 1.2
H -2.245790 -0.501579 -1.959919 0.4 0.7 1.3
H -2.515066 0.986827 -0.948210 -0.6 -0.6 0.2
H -0.960131 0.650187 -1.426196 -0.1 -1.1 0.0
H -1.212129 -1.519178 -0.137182 -0.4 1.5 0.7
H -1.142740 0.133458 2.043860 -0.6 -0.1 1.1
H -0.461667 1.120288 0.189261 1.8 1.5 -1.8
H 1.649652 -0.906490 1.512406 0.1 -1.2 1.1
H 3.697917 -0.583311 0.208892 0.1 0.4 -0.4
H 2.693645 0.697317 -0.849385 0.7 0.1 0.1
```
Positions in Å, forces in eV/Å.

---

# 9
ORCA calculation (ωB97M-V with the def2-TZVPD basis set) on an isolated molecule of C5H9N.

net charge	0
frontier orbital gap	9.363	eV
2S+1	1
HOMO energy	-8.490	eV
energy relative to the best compared isomer or geometry (same formula, charge and spin)	27.6	kcal per mole

The geometry in XYZ format:
```
15
Properties=species:S:1:pos:R:3:forces:R:3
C 0.255682 -2.686680 -0.905578 -0.9 0.3 0.5
N -0.384510 -1.697190 -0.382054 0.8 -2.5 -0.4
C 0.114787 -0.455430 -0.664712 0.2 2.1 0.0
C -0.075757 0.604243 0.140700 0.2 -0.3 -0.2
C -0.807129 0.495969 1.449469 0.1 -0.1 0.3
C 0.442194 1.965882 -0.221561 0.3 -0.1 -0.2
H -0.098662 -3.713999 -0.725447 0.1 0.5 0.0
H 1.160866 -2.579691 -1.528534 -0.3 0.2 0.1
H 0.640964 -0.316843 -1.609120 0.2 0.0 0.0
H -0.588913 -0.450184 1.956477 -0.2 0.1 -0.2
H -0.506250 1.294669 2.135727 -0.1 0.0 -0.2
H -1.887068 0.572879 1.291087 0.0 0.0 0.1
H 1.172570 1.923062 -1.036749 -0.2 0.0 0.0
H 0.943550 2.429338 0.634676 -0.1 0.0 -0.1
H -0.382327 2.613974 -0.534390 0.1 0.1 0.1
```
Positions in Å, forces in eV/Å.

---

# 10
ORCA calculation (ωB97M-V with the def2-TZVPD basis set) on a structure of composition C5H9N.

net charge	0
frontier orbital gap	8.993	eV
2S+1	1
HOMO energy	-9.148	eV
energy relative to the best compared isomer or geometry (same formula, charge and spin)	83.4	kcal per mole

The geometry in XYZ format:
```
15
Properties=species:S:1:pos:R:3:forces:R:3
C -1.097922 -0.456548 0.936021 -1.1 1.3 -1.8
C 0.337999 -0.157694 0.638418 0.0 1.4 -1.4
C 1.086267 -1.317791 -0.045685 0.0 0.3 -0.1
C 0.333393 1.181714 -0.394364 0.4 -1.4 1.1
C -0.995012 1.242244 -1.107357 1.9 1.3 -0.6
N -1.239246 1.945042 -2.008465 -1.3 -0.4 -0.2
H -1.531606 0.021401 1.825343 0.1 -0.2 -0.5
H -1.480860 -1.464585 0.750942 0.3 0.2 0.2
H -1.728432 0.320078 -0.325156 0.5 -1.7 2.6
H 0.895683 0.242781 1.496747 -0.3 -0.4 0.0
H 0.532303 -1.636032 -0.938177 0.1 0.1 0.1
H 1.237708 -2.212745 0.576762 -0.2 0.4 0.0
H 2.075549 -0.978460 -0.369112 -0.1 -0.1 0.0
H 1.120722 1.119765 -1.168524 -0.2 -0.1 0.5
H 0.453453 2.150830 0.132606 0.0 -0.7 -0.1
```
Positions in Å, forces in eV/Å.